This record from the OMol25 dataset describes a structure of composition BH4In. The level of theory is wB97M-V/def2-TZVPD.

Energy above the lowest of the compared OMol25 structures with the same formula, charge and spin, kJ/mol: 139.5
Energy, eV: -5885.84193
Total charge: +2
Frontier orbital gap, Ha: 0.1852
Lowest unoccupied orbital energy, eV: -17.254

Structure (XYZ):
```
6
BH4In wB97M-V/def2-TZVPD
H 0.24907 0.84178 1.04054
H 1.61736 -0.23139 0.29874
In -2.39665 -0.08055 -1.23111
H -0.21613 -0.85675 0.51672
H 0.27652 0.30766 -0.87114
B 0.46982 0.01925 0.24625
```